1 | # C4H7NOS

An isolated molecule of C4H7NOS (ωB97M-V/def2-TZVPD, OMol25).

Results
M ... 117.17 u
E_HOMO ... -8.51 eV

ORCA input file:
```
! wB97M-V def2-TZVPD RIJCOSX def2/J DEFGRID3
* xyz 0 1
H -2.00 -1.36 1.00
H -1.93 0.58 -0.76
C -1.13 -0.15 -0.78
H -0.16 0.72 1.00
H 3.19 0.57 -0.15
N 2.21 0.72 -0.13
H -0.88 -0.44 -1.88
C 1.44 -0.35 -0.01
O 1.84 2.06 -0.29
H -0.59 -2.10 -0.11
C -0.09 0.01 0.25
S 2.14 -1.83 0.13
H 1.24 2.36 0.50
C -1.04 -1.15 0.27
*
```

Löwdin population analysis, charges in e, atoms 1 to 8: 0.16 0.09 -0.16 0.10 0.11 -0.09 0.15 -0.76

---

2 | # C4H7NOS

An isolated molecule of C4H7NOS (ωB97M-V/def2-TZVPD, OMol25).

Results
M ... 117.17 u
E_HOMO ... -8.37 eV

ORCA input file:
```
! wB97M-V def2-TZVPD RIJCOSX def2/J DEFGRID3
* xyz 0 1
O -0.55 1.35 -0.74
H -1.58 -1.28 -1.20
C 0.15 0.24 -1.02
S 0.23 -2.90 1.51
H 0.99 -0.47 1.76
H -0.42 1.23 1.38
H 0.99 2.05 0.63
C 0.45 -1.30 1.14
C -0.11 1.86 0.61
C -0.54 -1.17 -1.19
H 0.94 0.19 -1.69
N 0.10 -0.79 0.00
H 0.04 -1.81 -1.94
H -0.70 2.80 0.75
*
```

Löwdin population analysis, charges in e, atoms 1 to 8: -0.08 0.10 -0.29 0.56 0.11 0.04 0.10 -0.73

---

Least stable: 1

---

1 | # C4H7NOS

An isolated molecule of C4H7NOS (ωB97M-V/def2-TZVPD, OMol25).

Results
M ... 117.17 u
E_HOMO ... -9.17 eV

ORCA input file:
```
! wB97M-V def2-TZVPD RIJCOSX def2/J DEFGRID3
* xyz 0 1
C 0.17 0.57 -0.02
S -0.76 0.15 1.57
H 1.96 -0.30 0.82
H 0.58 -1.28 -1.08
H -0.46 -0.17 -1.99
C 1.65 0.62 0.31
C -1.41 -1.23 -0.39
H -1.96 -1.96 -0.97
N -1.75 -0.99 0.79
H 1.87 1.46 0.96
O -1.70 1.39 1.92
H -0.20 1.54 -0.34
C -0.22 -0.54 -0.99
H 2.24 0.73 -0.60
*
```

Löwdin population analysis, charges in e, atoms 1 to 8: -0.46 0.98 0.08 0.12 0.12 -0.12 -0.22 0.12

---

2 | # C4H7NOS

A cluster of 3 separate species, C4H7NOS in total (ωB97M-V/def2-TZVPD, OMol25).

Results
M ... 117.17 u
E_HOMO (alpha / beta) ... -7.21 / -6.69 eV

ORCA input file:
```
! wB97M-V def2-TZVPD RIJCOSX def2/J DEFGRID3
* xyz 0 1
C 1.10 -0.28 0.11
H -0.64 -1.32 -0.90
C 1.85 0.48 1.03
O -1.06 -0.31 0.81
H -2.51 -0.93 -0.27
N 2.08 -0.48 -0.83
H 1.57 0.69 2.02
C -0.18 -0.80 0.01
H -0.90 2.34 -0.96
C -2.33 -0.46 0.59
H -2.98 -0.47 1.48
H -1.20 1.58 -1.29
H 1.94 -0.44 -1.88
S 3.25 0.40 0.07
*
```

Löwdin population analysis, charges in e, atoms 1 to 8: -0.50 0.16 -0.37 -0.10 0.02 -0.30 0.05 -0.15

---

Least stable: 2